C35H35N3O2RuSbSe4 | ωB97M-V/def2-TZVPD

Geometry as ORCA input:
```
! RIJCOSX wB97M-V def2-TZVPD def2/J DEFGRID3
* xyz -2 2
Ru -0.715 0.186 -0.218
O 1.317 -0.187 -1.054
C 2.501 0.438 -1.192
C 2.373 1.943 -0.763
C 2.258 1.951 0.724
C 3.314 2.345 1.535
C 3.179 2.233 2.908
C 1.997 1.740 3.428
C 0.969 1.390 2.558
C -0.362 0.951 3.041
C -0.671 -0.574 2.794
O -0.259 -1.015 1.578
C -2.179 -0.827 2.956
C -3.157 0.156 3.044
C -4.503 -0.178 3.039
C -4.890 -1.504 2.989
C -3.924 -2.496 2.939
C -2.584 -2.160 2.922
C 0.031 -1.361 3.903
C 1.124 -2.145 3.573
C 1.714 -2.974 4.506
C 1.206 -3.037 5.791
C 0.140 -2.225 6.143
C -0.444 -1.388 5.210
N 1.120 1.495 1.237
C 3.590 -0.176 -0.307
C 3.253 -1.186 0.579
C 4.209 -1.743 1.408
C 5.519 -1.299 1.344
C 5.866 -0.303 0.444
C 4.909 0.253 -0.383
C 2.962 0.249 -2.643
C 2.932 1.235 -3.620
C 3.320 0.952 -4.920
C 3.727 -0.322 -5.272
C 3.711 -1.325 -4.316
C 3.329 -1.043 -3.020
H 1.450 2.334 -1.208
H 3.228 2.534 -1.098
H 4.224 2.721 1.090
H 3.987 2.546 3.556
H 1.845 1.640 4.492
H -1.090 1.530 2.462
H -0.491 1.166 4.104
H -2.915 1.209 3.092
H -5.237 0.618 3.060
H -5.940 -1.765 2.967
H -4.206 -3.543 2.894
H -1.828 -2.934 2.842
H 1.476 -2.108 2.555
H 2.559 -3.586 4.222
H 1.636 -3.719 6.516
H -0.249 -2.256 7.152
H -1.290 -0.779 5.498
H 2.218 -1.506 0.610
H 3.938 -2.517 2.114
H 6.269 -1.712 2.008
H 6.889 0.049 0.392
H 5.184 1.027 -1.089
H 2.608 2.237 -3.376
H 3.305 1.735 -5.665
H 4.043 -0.539 -6.284
H 4.006 -2.332 -4.579
H 3.315 -1.831 -2.278
N -1.181 0.890 -2.935
C -0.594 -0.041 -3.877
C -0.978 -1.477 -3.512
N -0.596 -1.755 -2.144
H -2.195 0.941 -3.058
H -0.835 1.836 -3.084
H 0.499 0.050 -3.815
H -0.901 0.149 -4.923
H -0.491 -2.166 -4.228
H -2.063 -1.603 -3.601
H 0.381 -1.490 -1.982
H -0.729 -2.733 -1.907
Se -4.429 2.826 -2.560
Sb -3.930 1.922 -0.315
Se -2.762 -0.735 -0.274
Se -1.343 2.339 -0.084
Se -4.870 3.332 1.527
*
```

highest occupied orbital energy (spin up / spin down) = -1.49 / -1.37 eV
max |F| = 3.86 eV Å⁻¹
energy = -11610.4407 a.u.